Here is the ion C9H19N2O with charge +1 at a distorted geometry from OMol25. Energies are from wB97M-V/def2-TZVPD.

Atoms and positions in Å:
1 C -1.29 0.23 -0.87
2 C -0.36 -0.52 1.19
3 C 0.88 -0.55 0.33
4 C -2.36 0.30 -1.92
5 C -0.85 -1.91 1.60
6 C -0.35 0.48 2.36
7 C 2.02 0.32 0.71
8 C 1.30 -1.75 -0.46
9 C 1.19 2.43 -1.90
10 N -1.53 -0.13 0.39
11 N -0.05 0.53 -1.15
12 O 0.49 1.25 -2.20
13 H -2.75 1.26 -2.02
14 H -3.20 -0.43 -1.62
15 H -1.97 0.09 -2.88
16 H -0.20 -2.61 2.33
17 H -1.05 -2.43 0.61
18 H -1.81 -1.72 2.22
19 H -1.26 0.56 2.87
20 H -0.04 1.53 1.98
21 H 0.42 0.18 3.04
22 H 2.81 0.22 0.07
23 H 2.39 -0.09 1.64
24 H 1.92 1.38 0.89
25 H 0.41 -2.23 -0.95
26 H 1.77 -2.60 0.06
27 H 1.91 -1.38 -1.33
28 H 2.20 1.95 -1.63
29 H 0.62 3.00 -1.22
30 H 1.19 2.93 -2.91
31 H -2.46 -0.29 0.77

## Properties
Relative energy (zero: lowest compared OMol25 entry of this formula, charge and spin) = 427.0 kJ/mol
Kohn-Sham gap = 9.366 eV
Total energy = -538.68665 Eh
Total charge = +1

List of Löwdin charges in e, atom by atom:
1 C -0.293
2 C -0.502
3 C -0.180
4 C 0.051
5 C -0.030
6 C -0.002
7 C -0.035
8 C -0.021
9 C -0.044
10 N 0.108
11 N 0.078
12 O -0.137
13 H 0.072
14 H 0.131
15 H 0.080
16 H 0.147
17 H 0.099
18 H 0.115
19 H 0.071
20 H 0.125
21 H 0.082
22 H 0.057
23 H 0.114
24 H 0.097
25 H 0.099
26 H 0.114
27 H 0.120
28 H 0.114
29 H 0.079
30 H 0.124
31 H 0.168



Here is a cluster of 2 separate species, C2H9N2O2 in total at a distorted geometry from OMol25. Energies are from wB97M-V/def2-TZVPD.

Atoms and positions in Å:
1 N 0.09 -1.72 -1.44
2 C 0.41 -0.84 -0.22
3 C -0.27 0.51 -0.61
4 N -0.50 1.32 0.43
5 O -0.16 0.79 -1.80
6 H 0.71 -2.52 -1.47
7 H -0.85 -2.08 -1.32
8 H 0.11 -1.09 -2.27
9 H 1.48 -0.73 -0.13
10 H -0.13 -1.31 0.59
11 H -0.52 0.84 1.32
12 H -0.96 2.19 0.21
13 H 0.72 0.82 3.69
14 H -0.09 -0.42 3.42
15 O 0.34 0.32 2.95

## Properties
Relative energy (zero: lowest compared OMol25 entry of this formula, charge and spin) = 84.4 kJ/mol
Kohn-Sham gap = 11.101 eV
Total energy = -341.36800 Eh
Total charge = +1

List of Löwdin charges in e, atom by atom:
1 N 0.189
2 C -0.017
3 C -0.512
4 N 0.216
5 O 0.063
6 H 0.171
7 H 0.168
8 H 0.156
9 H 0.146
10 H 0.124
11 H 0.070
12 H 0.139
13 H 0.071
14 H 0.071
15 O -0.052



Here is the molecule C21H27NO from OMol25. Energies are from wB97M-V/def2-TZVPD.

Atoms and positions in Å:
1 C -0.47 -3.97 0.83
2 H 0.21 -4.51 1.50
3 O 0.20 -3.52 -0.32
4 C 1.21 -2.62 -0.18
5 C 1.81 -2.18 -1.36
6 C 2.81 -1.23 -1.33
7 C 3.24 -0.69 -0.12
8 C 2.69 -1.18 1.05
9 C 1.68 -2.13 1.03
10 H 1.27 -2.47 1.97
11 H 3.03 -0.79 2.00
12 C 4.22 0.45 -0.11
13 H 5.07 0.21 -0.76
14 H 4.59 0.60 0.91
15 C 3.60 1.76 -0.61
16 N 2.58 2.25 0.31
17 H 2.54 3.26 0.30
18 C 1.25 1.70 0.12
19 C 0.48 1.70 1.44
20 C -0.81 0.91 1.27
21 H -0.55 -0.12 1.03
22 H -1.37 0.90 2.21
23 C -1.68 1.50 0.16
24 C -2.93 0.67 -0.03
25 C -2.84 -0.66 -0.42
26 C -3.99 -1.42 -0.58
27 C -5.23 -0.86 -0.37
28 C -5.33 0.46 0.00
29 C -4.18 1.22 0.17
30 H -4.27 2.26 0.47
31 H -6.30 0.91 0.17
32 H -6.13 -1.46 -0.51
33 H -3.90 -2.46 -0.88
34 H -1.88 -1.12 -0.59
35 C -0.89 1.62 -1.15
36 C 0.40 2.40 -0.95
37 H 0.95 2.46 -1.89
38 H 0.18 3.42 -0.63
39 H -0.64 0.62 -1.52
40 H -1.52 2.10 -1.90
41 H -1.98 2.51 0.47
42 H 0.26 2.73 1.74
43 H 1.10 1.25 2.21
44 H 1.38 0.66 -0.19
45 H 4.39 2.51 -0.66
46 H 3.21 1.61 -1.63
47 H 3.24 -0.89 -2.26
48 H 1.45 -2.59 -2.30
49 H -1.24 -4.66 0.48
50 H -0.94 -3.15 1.38

## Properties
Relative energy (zero: lowest compared OMol25 entry of this formula, charge and spin) = 0.0 kJ/mol
Kohn-Sham gap = 9.093 eV
Total energy = -946.41121 Eh
Structure (SMILES) = COc1ccc(CCN[C@H]2CC[C@H](c3ccccc3)CC2)cc1
Total charge = 0

List of Löwdin charges in e, atom by atom:
1 C -0.093
2 H 0.095
3 O -0.095
4 C -0.284
5 C 0.000
6 C -0.042
7 C -0.267
8 C -0.044
9 C -0.022
10 H 0.106
11 H 0.117
12 C -0.140
13 H 0.114
14 H 0.112
15 C -0.219
16 N -0.020
17 H 0.112
18 C -0.367
19 C -0.140
20 C -0.144
21 H 0.101
22 H 0.123
23 C -0.281
24 C -0.201
25 C -0.039
26 C -0.082
27 C -0.099
28 C -0.089
29 C -0.037
30 H 0.109
31 H 0.100
32 H 0.098
33 H 0.101
34 H 0.104
35 C -0.144
36 C -0.139
37 H 0.111
38 H 0.119
39 H 0.115
40 H 0.122
41 H 0.143
42 H 0.119
43 H 0.108
44 H 0.119
45 H 0.115
46 H 0.110
47 H 0.117
48 H 0.118
49 H 0.093
50 H 0.091



Here is the molecule C3H4O3 from OMol25. Energies are from wB97M-V/def2-TZVPD.

Atoms and positions in Å:
1 O 1.25 0.49 -0.82
2 C -0.08 0.27 -0.41
3 C -0.25 0.91 0.96
4 O -0.65 0.33 1.94
5 C -0.44 -1.22 -0.43
6 O -0.67 -1.80 -1.47
7 H 1.84 0.09 -0.16
8 H -0.72 0.78 -1.14
9 H 0.12 1.96 1.01
10 H -0.46 -1.75 0.54

## Properties
Relative energy (zero: lowest compared OMol25 entry of this formula, charge and spin) = 185.2 kJ/mol
Kohn-Sham gap = 9.983 eV
Total energy = -342.38539 Eh
Structure (SMILES) = O=CC(O)C=O
Total charge = 0

List of Löwdin charges in e, atom by atom:
1 O 0.000
2 C -0.315
3 C -0.197
4 O 0.071
5 C -0.182
6 O 0.083
7 H 0.109
8 H 0.163
9 H 0.136
10 H 0.132